*a*
The following is a quantum chemistry calculation of 2 unconnected molecules or ions with the total composition C4H12N2O3, from the Open Molecules 2025 dataset.

The geometry in ORCA input format:
```
! wB97M-V def2-TZVPD RIJCOSX def2/J DEFGRID3
* xyz 0 1
C 1.77 -0.67 1.69
N 1.42 -0.16 0.40
C -0.02 -0.11 0.17
C -0.37 0.69 -1.08
N -0.65 -0.15 -2.26
C -1.60 -1.11 -2.28
O -1.66 -2.05 -3.03
O -2.54 -0.89 -1.32
H 2.84 -0.59 1.89
H 1.57 -1.75 1.79
H 1.25 -0.15 2.49
H 1.86 -0.69 -0.35
H -0.48 -1.10 0.17
H -0.46 0.38 1.02
H -1.24 1.31 -0.87
H 0.49 1.30 -1.36
H -0.03 -0.11 -3.05
H -3.12 -1.66 -1.35
O -0.08 2.53 2.37
H 0.66 3.04 1.99
H 0.41 1.95 2.98
*
```

## Properties
SMILES: CNCCNC(=O)O.O
HOMO energy, eV: -8.96
LUMO energy, eV: 0.705
Molecular weight, g mol⁻¹: 136.151
Gap between HOMO and LUMO, Eh: 0.355

=====

*b*
The following is a quantum chemistry calculation of a molecular structure, C4H12N2O3, from the Open Molecules 2025 dataset.

The geometry in ORCA input format:
```
! wB97M-V def2-TZVPD RIJCOSX def2/J DEFGRID3
* xyz 0 1
C -1.47 1.00 0.48
C -1.46 1.67 -0.84
O 0.53 0.94 0.96
O 1.33 1.92 0.33
H 1.58 1.43 -0.50
H -1.44 1.66 1.34
H -2.20 0.21 0.61
H -0.56 2.28 -0.98
H -1.59 0.97 -1.66
H -2.32 2.36 -0.86
C 1.89 -1.23 1.13
N -0.39 -1.14 0.11
C 0.98 -0.63 0.08
N -0.94 -1.68 -1.09
O 1.40 -0.27 -1.04
H -0.62 -1.73 0.90
H -0.50 -2.58 -1.29
H -0.60 -1.06 -1.82
H 2.83 -0.68 1.15
H 2.10 -2.27 0.87
H 1.44 -1.18 2.12
*
```

## Properties
HOMO energy (spin up / spin down), eV: -8.78 / -8.78
LUMO energy (spin up / spin down), eV: 0.029 / 0.028
Molecular weight, g mol⁻¹: 136.151
Gap between HOMO and LUMO (spin up / spin down), Eh: 0.324 / 0.324

=====

Most stable of them? *a*.

=====

*a*
The following is a quantum chemistry calculation of C3H7NO2S in the gas phase, from the Open Molecules 2025 dataset.

The geometry in ORCA input format:
```
! wB97M-V def2-TZVPD RIJCOSX def2/J DEFGRID3
* xyz 0 1
N -0.33 -1.63 0.49
C -0.36 -0.23 0.05
C 0.94 0.43 -0.47
S 1.65 -0.60 -1.79
C -1.13 0.59 1.07
O -2.18 0.31 1.57
O -0.59 1.83 1.13
H -0.99 -1.70 1.24
H -0.64 -2.22 -0.28
H -1.04 -0.19 -0.81
H 1.73 0.75 0.33
H 0.60 1.26 -1.06
H 2.95 -0.81 -1.35
H -0.88 2.21 2.00
*
```

## Properties
SMILES: N[C@H](CS)C(=O)O
HOMO energy, eV: -9.12
LUMO energy, eV: 0.535
Molecular weight, g mol⁻¹: 121.161
Gap between HOMO and LUMO, Eh: 0.355

=====

*b*
The following is a quantum chemistry calculation of C3H7NO2S in the gas phase, from the Open Molecules 2025 dataset.

The geometry in ORCA input format:
```
! wB97M-V def2-TZVPD RIJCOSX def2/J DEFGRID3
* xyz 0 1
N 0.16 1.47 -0.11
C 0.21 0.05 0.31
C -0.86 -0.81 -0.34
S -2.54 -0.22 -0.04
C 1.57 -0.47 0.06
O 1.81 -1.70 -0.04
O 2.54 0.42 -0.09
H -0.09 1.50 -1.13
H -0.59 1.87 0.42
H 0.15 0.07 1.42
H -0.77 -1.85 -0.13
H -0.85 -0.69 -1.46
H -2.83 -0.93 1.09
H 2.10 1.28 0.03
*
```

## Properties
SMILES: N[C@@H](CS)C(=O)O
HOMO energy, eV: -9.69
LUMO energy, eV: 0.577
Molecular weight, g mol⁻¹: 121.161
Gap between HOMO and LUMO, Eh: 0.377

=====

Most stable of them? *b*.

=====

*a*
The following is a quantum chemistry calculation of C3H7NO2S in the gas phase, from the Open Molecules 2025 dataset.

The geometry in ORCA input format:
```
! wB97M-V def2-TZVPD RIJCOSX def2/J DEFGRID3
* xyz 0 1
C -0.46 -0.66 -1.83
O -1.05 0.46 -1.18
C -1.24 0.51 0.15
O -0.11 1.30 0.69
N 0.91 0.49 0.70
C 1.37 -0.02 1.89
S 2.60 -1.01 1.95
H -0.93 -1.66 -1.43
H 0.60 -0.65 -1.60
H -0.61 -0.30 -2.92
H -1.47 -0.49 0.50
H -1.97 1.29 0.30
H 1.58 0.50 0.01
H 0.77 0.25 2.77
*
```

## Properties
SMILES: COCONC=S
HOMO energy, eV: -8.70
LUMO energy, eV: 0.670
Molecular weight, g mol⁻¹: 121.161
Gap between HOMO and LUMO, Eh: 0.344

=====

*b*
The following is a quantum chemistry calculation of 2 unconnected molecules or ions with the total composition C3H7NO2S, from the Open Molecules 2025 dataset.

The geometry in ORCA input format:
```
! wB97M-V def2-TZVPD RIJCOSX def2/J DEFGRID3
* xyz 0 1
C 0.33 0.12 0.96
C 1.12 -2.00 -1.64
C 1.21 -0.78 0.39
N -0.56 0.84 1.12
O -2.80 2.61 1.24
O 0.47 -1.61 -0.43
S -2.14 4.08 0.26
H 0.43 -2.55 -2.16
H 1.95 -2.75 -1.56
H 1.17 -1.08 -2.17
H 1.83 -1.42 1.07
H 1.98 -0.14 -0.19
H -2.81 2.82 2.13
H -2.16 1.87 0.99
*
```

## Properties
HOMO energy, eV: -7.59
LUMO energy, eV: 0.440
Molecular weight, g mol⁻¹: 121.161
Gap between HOMO and LUMO, Eh: 0.295

=====

*c*
The following is a quantum chemistry calculation of 2 unconnected molecules or ions with the total composition C3H7NO2S, from the Open Molecules 2025 dataset.

The geometry in ORCA input format:
```
! wB97M-V def2-TZVPD RIJCOSX def2/J DEFGRID3
* xyz 0 1
C 2.20 1.96 -0.31
C -1.81 -0.34 0.43
C -1.94 -1.34 -0.64
N 1.53 0.86 0.10
O 1.43 -1.37 1.40
O -1.66 0.84 0.36
S 2.30 -0.65 0.51
H 1.85 2.95 -0.24
H 3.12 1.86 -0.87
H -1.74 -0.86 1.41
H -1.77 -2.41 -0.22
H -1.18 -1.26 -1.31
H -2.94 -1.28 -1.12
H 0.61 1.05 0.50
*
```

## Properties
HOMO energy (spin up / spin down), eV: -7.76 / -7.06
LUMO energy (spin up / spin down), eV: 0.456 / -0.383
Molecular weight, g mol⁻¹: 121.161
Gap between HOMO and LUMO (spin up / spin down), Eh: 0.302 / 0.245

=====

Most stable of them? *c*.